The following is a DFT calculation (the ωB97M-V functional and the def2-TZVPD basis) of a molecular structure, C46H70NO19Si2 at a distorted geometry.

```
138
Properties=species:S:1:pos:R:3
C 3.0654 -0.7144 1.0536
O 3.9411 0.2808 1.5796
C 3.3132 1.1315 2.5230
C 2.7119 0.3670 3.7161
C 1.1713 0.3582 3.6950
C 0.5406 -0.9969 4.0120
C -0.9662 -0.8292 4.3069
C -1.8854 -1.7240 3.4420
C -2.8418 -0.8292 2.6659
C -3.7574 -1.5356 1.6750
C -4.3920 -0.4850 0.7403
Si -3.3617 -0.1149 -0.7756
C -1.8363 0.9214 -0.4247
C -1.2309 1.5589 -1.6866
C 0.1191 2.2171 -1.4500
C 1.2295 1.2019 -1.1666
N 2.5547 1.7959 -1.3317
C 3.0560 2.3925 -2.4483
C 4.3359 2.8257 -2.1790
C 4.6122 2.4667 -0.8460
C 3.5032 1.8268 -0.3422
C -4.5255 0.8439 -1.9609
C -5.3653 1.9293 -1.3623
O -6.5490 1.9874 -1.5930
C -4.7983 2.9616 -0.4405
C -3.8306 3.8922 -0.8171
C -3.3659 4.8449 0.0960
C -3.8699 4.8704 1.4003
C -4.8589 3.9639 1.7843
C -5.3167 3.0219 0.8637
O -3.0275 -1.5491 -1.5481
Si -1.4614 -2.1399 -1.5954
C -1.4000 -3.6070 -2.8197
O -0.1985 -3.4604 -3.6517
C 0.7923 -4.2943 -3.2616
C 1.6345 -3.8841 -2.1128
O 0.9656 -5.3281 -3.8358
C -0.7543 -2.6761 0.0882
O -1.0633 -3.7810 0.5802
O 0.0282 -1.8116 0.5671
H 2.0494 -0.3267 0.9633
H 3.4201 -0.9842 0.0675
H 3.0427 -1.5868 1.6993
H 2.5497 1.7199 2.0057
H 4.0784 1.8221 2.8700
H 3.0313 0.8606 4.6287
H 3.0918 -0.6489 3.7069
H 0.7941 0.6392 2.7152
H 0.8085 1.0708 4.4315
H 0.6572 -1.6496 3.1523
H 1.0246 -1.4445 4.8791
H -1.2149 0.2060 4.0811
H -1.1936 -0.9705 5.3618
H -2.4681 -2.3819 4.0826
H -1.2901 -2.2864 2.7293
H -3.4849 -0.3167 3.3862
H -2.2841 -0.0510 2.1444
H -3.2498 -2.3355 1.1411
H -4.5596 -2.0112 2.2410
H -4.5121 0.4325 1.3149
H -5.3848 -0.7929 0.4124
H -2.1824 1.7492 0.1984
H -1.0896 0.3882 0.1648
H -1.9246 2.3264 -2.0145
H -1.1469 0.8504 -2.5076
H 0.3791 2.7693 -2.3516
H 0.0804 2.9478 -0.6432
H 1.1163 0.3297 -1.8030
H 1.1683 0.8977 -0.1284
H 2.4527 2.4783 -3.3319
H 4.9746 3.3395 -2.8710
H 5.5205 2.6598 -0.3054
H 3.3381 1.3949 0.6257
H -3.9726 1.2071 -2.8257
H -5.2171 0.0954 -2.3413
H -3.4299 3.8942 -1.8189
H -2.6081 5.5403 -0.2278
H -3.4928 5.6014 2.0982
H -5.2672 3.9824 2.7759
H -6.0876 2.3184 1.1410
H -0.5377 -1.1336 -2.1528
H -2.2636 -3.6549 -3.4728
H -1.3034 -4.5240 -2.2442
H 1.3527 -4.4635 -1.2361
H 1.5516 -2.8361 -1.8444
H 2.6777 -4.0997 -2.3080
C 3.9788 -7.6045 -1.4320
C 4.9833 -6.6211 -0.8822
C 5.3763 -6.8499 0.5620
O 5.6686 -5.5245 1.0179
C 4.9588 -4.6554 0.2496
O 4.8163 -3.5035 0.4824
O 4.4227 -5.3019 -0.8138
H 3.0151 -7.4797 -0.9380
H 3.8196 -7.4406 -2.4973
H 4.3267 -8.6281 -1.2878
H 5.8673 -6.5747 -1.5249
H 6.2506 -7.4871 0.6732
H 4.5538 -7.2524 1.1584
C -10.3157 5.2510 3.4262
C -8.9564 4.5976 3.4529
C -8.8468 3.3867 4.3557
O -7.4732 3.4271 4.7575
C -7.0541 4.7135 4.6799
O -6.0239 5.1151 5.1098
O -7.9723 5.4730 4.0347
H -10.5411 5.7012 4.3935
H -10.3471 6.0445 2.6804
H -11.0868 4.5199 3.1827
H -8.6266 4.3558 2.4391
H -9.0601 2.4506 3.8457
H -9.4763 3.4685 5.2455
C 1.6563 -4.6403 -7.0665
C 1.2611 -3.3157 -7.6628
C -0.2183 -3.0105 -7.5923
O -0.4188 -2.1898 -8.7558
C 0.5419 -2.5017 -9.6557
O 0.5493 -2.1401 -10.7887
O 1.4879 -3.2845 -9.0896
H 1.2584 -5.4658 -7.6580
H 2.7412 -4.7481 -7.0484
H 1.2870 -4.7230 -6.0455
H 1.8442 -2.5052 -7.2184
H -0.5017 -2.4698 -6.6932
H -0.8345 -3.9074 -7.6853
C 8.6120 3.0939 3.3429
C 7.4889 3.3492 2.3686
C 7.7329 4.4838 1.3950
O 6.4097 4.9674 1.1463
C 5.6455 4.6591 2.2243
O 4.5507 5.0706 2.4155
O 6.3101 3.8120 3.0494
H 8.7159 3.9320 4.0330
H 8.4105 2.2033 3.9372
H 9.5533 2.9476 2.8124
H 7.2258 2.4311 1.8369
H 8.1929 4.1588 0.4649
H 8.3273 5.2905 1.8330
```

Computed properties:
F_max, eV/Å: 1.939
Charge: -1
HOMO-LUMO gap, eV: 7.0
HOMO, hartree: -0.1867
Spin multiplicity: 1